1.
Here is an isolated molecule of C4H8O2 from OMol25. Energies are from wB97M-V/def2-TZVPD.

The geometry in ORCA input format:
```
! RIJCOSX wB97M-V def2-TZVPD def2/J DEFGRID3
* xyz 0 1
O 0.7266 -1.1570 -1.2887
C 0.4839 0.1709 -0.8816
C -0.9777 0.3306 -0.4764
C -0.9694 -0.2999 0.9167
O 0.4514 -0.4704 1.2958
C 1.1942 0.4023 0.4393
H 0.7636 -1.6688 -0.4635
H 0.7869 0.8247 -1.6953
H -1.6263 -0.1806 -1.1878
H -1.2807 1.3778 -0.4330
H -1.5501 -1.2351 0.9394
H -1.3958 0.3553 1.6695
H 1.1464 1.4527 0.7681
H 2.2469 0.0976 0.3976
*
```

Summary:
- F_max: 0.86 eV Å⁻¹
- Orbital gap: 10.89 eV
- Energy above the lowest of the compared OMol25 structures with the same formula, charge and spin: 30.3 kcal per mole
- LUMO level: 0.036 Ha
- Total energy: -307.664197 Ha
- HOMO: -9.9 eV

natural (NBO) population analysis, charges in e, atoms 1 to 6:
1 O -0.7148
2 C 0.0707
3 C -0.4651
4 C -0.0900
5 O -0.5443
6 C -0.1027

***

2.
Here is a structure of composition C4H8O2 from OMol25. Energies are from wB97M-V/def2-TZVPD.

The geometry in ORCA input format:
```
! RIJCOSX wB97M-V def2-TZVPD def2/J DEFGRID3
* xyz 0 1
C -1.8714 -0.6710 -0.2765
C -0.7330 -0.6594 -1.0979
O -0.1093 0.9726 -0.2889
C 1.1677 1.1286 0.2819
C 1.5692 -0.0823 1.1065
O 2.5870 -0.7088 0.9315
H -1.1210 0.4470 0.2094
H -1.9370 -1.4228 0.5069
H -2.8158 -0.3409 -0.7019
H 0.1287 -1.2813 -0.8606
H -0.7504 -0.2597 -2.1063
H 1.1817 2.0213 0.9251
H 1.9139 1.2641 -0.5096
H 0.8431 -0.3815 1.8952
*
```

Summary:
- F_max: 0.54 eV Å⁻¹
- Orbital gap: 9.85 eV
- Energy above the lowest of the compared OMol25 structures with the same formula, charge and spin: 107.3 kcal per mole
- LUMO level: 0.032 Ha
- Total energy: -307.541453 Ha
- HOMO: -9.0 eV

natural (NBO) population analysis, charges in e, atoms 1 to 6:
1 C -0.7825
2 C -0.0612
3 O -0.7153
4 C -0.1732
5 C 0.4099
6 O -0.5089

***

3.
Here is an isolated molecule of C4H8O2 from OMol25. Energies are from wB97M-V/def2-TZVPD.

The geometry in ORCA input format:
```
! RIJCOSX wB97M-V def2-TZVPD def2/J DEFGRID3
* xyz 0 1
O -1.8068 0.2339 -0.9316
C -1.4537 -0.6350 0.1253
C 0.0344 -0.6423 0.4474
C 0.9967 -0.2042 -0.6694
C 1.2815 0.9935 0.2470
O 0.3835 0.5029 1.2532
H -1.6354 1.1383 -0.6408
H -1.9796 -0.3649 1.0539
H -1.7862 -1.6319 -0.1785
H 0.2972 -1.5796 0.9578
H 1.8447 -0.8661 -0.8509
H 0.4963 0.0345 -1.6090
H 0.9563 1.9715 -0.1307
H 2.3086 1.0835 0.6194
*
```

Summary:
- F_max: 0.39 eV Å⁻¹
- Orbital gap: 10.62 eV
- Energy above the lowest of the compared OMol25 structures with the same formula, charge and spin: 45.6 kcal per mole
- LUMO level: 0.035 Ha
- Total energy: -307.639779 Ha
- HOMO: -9.7 eV

natural (NBO) population analysis, charges in e, atoms 1 to 6:
1 O -0.7146
2 C -0.0875
3 C 0.0769
4 C -0.4621
5 C -0.0559
6 O -0.5406